No. 1
Molecular formula: C2H7ClOSi
Method: DFT, ωB97M-V with the def2-TZVPD basis set

Summary:
SMILES: CO[SiH2]CCl
Energy above the lowest of the compared OMol25 structures with the same formula, charge and spin in kJ/mol: 356.1
M in g mol⁻¹: 110.6
Net charge: 0
Gap between HOMO and LUMO in eV: 10.80
Energy in hartree: -905.30801

Atoms and positions in Å:
H: -1.5685 -0.7839 1.5594
Cl: -3.2556 -1.4518 -0.0434
H: 2.9888 0.1446 0.1544
H: 0.1062 -1.7788 -1.4232
H: 1.7690 1.3577 -0.7800
H: 1.9921 1.4563 1.0208
H: -0.4384 0.5659 -1.6483
C: -1.8636 -0.3897 0.6273
C: 1.9880 0.8096 0.1168
Si: -0.2763 -0.4583 -0.6244
H: -2.2897 0.5706 0.6635
O: 0.8479 -0.0422 0.3771

These are the Löwdin partial charges, in e, on atoms 1 to 6: atom 1 (H): -0.004, atom 2 (Cl): 0.366, atom 3 (H): 0.132, atom 4 (H): -0.010, atom 5 (H): 0.052, atom 6 (H): 0.086

No. 2
Molecular formula: C5H6OS2
Method: DFT, ωB97M-V with the def2-TZVPD basis set

Summary:
SMILES: S=C[C@H]1C[C@H](C=S)O1
Energy above the lowest of the compared OMol25 structures with the same formula, charge and spin in kJ/mol: 251.8
M in g mol⁻¹: 146.2
Net charge: 0
Gap between HOMO and LUMO in eV: 8.23
Energy in hartree: -1065.63284

Atoms and positions in Å:
H: -2.7608 1.3274 -0.9888
C: -2.1952 0.4622 -0.5719
C: -0.6622 0.4446 -0.7465
C: 0.0510 1.4506 0.1043
S: -3.0720 -0.6054 0.2446
S: 3.1055 -0.4927 -0.3838
O: -0.0950 -0.6914 -0.0840
C: 2.1909 0.1591 0.7669
C: 0.6799 0.2000 0.7876
H: 2.5295 0.8339 1.5764
H: 0.3203 0.0793 1.7956
H: 0.7863 2.1183 -0.4525
H: -0.4076 0.4497 -1.8304
H: -0.6291 1.9932 0.7570

These are the Löwdin partial charges, in e, on atoms 1 to 6: atom 1 (H): 0.061, atom 2 (C): -0.600, atom 3 (C): -0.406, atom 4 (C): -0.063, atom 5 (S): 0.733, atom 6 (S): 0.730

No. 3
Molecular formula: C7H14N3OOs
Method: DFT, ωB97M-V with the def2-TZVPD basis set

Summary:
2S+1: 5
M in g mol⁻¹: 346.4
Net charge: +1
Gap between HOMO and LUMO (spin up / spin down) in eV: 2.88 / 5.07
Energy in hartree: -604.83189
Expectation value of S²: 6.039

Atoms and positions in Å:
H: -3.8634 0.6358 2.9072
N: -3.0395 0.8181 3.4498
H: 2.0111 -2.1981 -0.4405
Os: 1.7016 0.2480 -1.2755
C: 3.4208 0.5255 -2.2372
H: 3.0314 0.5442 -3.2712
C: -2.6456 -0.1857 0.7612
H: 2.7774 0.3393 -0.0569
H: 0.5421 0.8654 1.4759
H: -3.1733 1.2228 4.3678
H: -0.8261 -0.5812 -2.1340
H: 2.6193 -2.1388 -1.9498
H: 1.0124 -2.2957 -1.7315
H: 3.8459 1.5210 -2.0487
C: -1.7701 0.8798 2.9417
C: -1.6171 0.3743 1.5386
C: -2.3809 -0.5503 -0.5536
H: -3.6540 -0.3290 1.1511
N: -0.1176 0.1165 -0.3260
C: -1.1056 -0.3701 -1.0918
N: 1.8388 -1.8125 -1.3741
O: -0.8203 1.2936 3.5972
H: 4.1848 -0.2567 -2.1674
H: 1.5129 1.8217 -1.2864
H: -3.1399 -0.9672 -1.2068
C: -0.3449 0.4794 0.9607

These are the Löwdin partial charges, in e, on atoms 1 to 6: atom 1 (H): 0.086, atom 2 (N): 0.173, atom 3 (H): 0.102, atom 4 (Os): 1.546, atom 5 (C): -0.382, atom 6 (H): 0.036

No. 4
Molecular formula: C16H16ClIrN5O5Se
Method: DFT, ωB97M-V with the def2-TZVPD basis set

Summary:
Energy above the lowest of the compared OMol25 structures with the same formula, charge and spin in kJ/mol: 777.0
2S+1: 2
M in g mol⁻¹: 665.0
Net charge: 0
Gap between HOMO and LUMO (spin up / spin down) in eV: 5.12 / 4.20
Energy in hartree: -4235.00266
Expectation value of S²: 1.051

Atoms and positions in Å:
C: -0.7335 -4.5883 -0.8029
H: -1.7810 -4.6224 -0.5029
C: -1.5673 2.5000 1.5244
N: -0.1138 0.4913 1.4483
H: 4.2766 -3.0470 -0.4410
C: 0.1055 -3.0473 -2.6134
H: 0.6899 -1.0774 -3.4463
Cl: 1.7029 2.9962 -0.4001
C: 2.1052 -2.3218 2.0248
O: -1.5331 2.3924 -4.0051
C: -1.6850 3.6135 2.3333
H: 3.4084 -3.9905 1.6939
O: 0.2130 -0.7303 3.3480
C: 1.6246 -1.1351 1.4836
N: -0.0511 -1.1562 -1.4713
C: -2.1899 3.7933 -0.3371
H: -2.3900 3.7779 -1.4010
O: -1.6886 1.5898 -0.5841
H: 0.2719 -3.8153 -3.3401
H: -2.1500 0.5141 1.8936
C: -2.3123 4.9208 0.4421
C: -0.4970 -2.1410 -0.7305
C: 3.5224 -2.5265 0.1244
H: 3.3972 -0.8621 -1.2335
C: -1.2558 1.1364 2.0646
N: 2.0837 -0.6479 0.3312
Se: -0.4636 2.5767 -2.8307
N: -1.8142 2.6142 0.1951
N: -0.4159 -3.3139 -1.3795
O: 0.2625 4.0070 -2.9730
H: -0.1155 -4.7505 0.0825
H: -1.0968 1.1944 3.1491
C: 3.0259 -1.3130 -0.3243
H: -2.1371 5.7081 2.4411
H: -0.5462 -5.3792 -1.5245
C: -2.0514 4.8418 1.8033
H: -1.4838 3.5099 3.3884
C: 3.0488 -3.0451 1.3202
C: 0.3244 -1.7014 -2.6569
H: -2.6111 5.8472 -0.0225
H: -0.8738 -2.0452 0.2676
H: 1.7127 -2.6376 2.9783
Ir: 0.6153 0.9459 -0.6205
C: 0.5068 -0.4207 2.1970
O: 0.6599 1.3426 -2.8922

These are the Löwdin partial charges, in e, on atoms 1 to 6: atom 1 (C): -0.008, atom 2 (H): 0.099, atom 3 (C): -0.160, atom 4 (N): -0.063, atom 5 (H): 0.107, atom 6 (C): -0.041

No. 5
Molecular formula: C35H58N2O16S
Method: DFT, ωB97M-V with the def2-TZVPD basis set

Summary:
SMILES: CS(=O)(=O)c1ccc2nc(CC(=O)O)cnc2c1.CCOC(C)=O.CCOC(C)=O.CCOC(C)=O.CCOC(C)=O.CCOC(C)=O.CCOC(C)=O
M in g mol⁻¹: 794.9
Net charge: 0
Gap between HOMO and LUMO in eV: 6.82
Energy in hartree: -3079.46153

Atoms and positions in Å:
N: 1.3235 -1.0851 -4.0747
C: 0.1405 -5.2543 6.6687
H: -0.7054 -2.6995 3.7849
H: -3.1514 3.0561 -4.9888
N: 2.0058 -0.8335 -0.8143
H: 5.7281 4.5285 -2.0593
C: -2.8074 1.4901 -3.5922
H: 7.1024 0.3897 -5.8307
H: 0.4960 -4.6252 2.7836
C: 5.0140 0.1270 -5.3586
H: 6.7728 6.6277 -3.0553
H: -4.2927 -7.6463 8.7985
O: -1.4440 4.8132 -3.8063
H: -1.8474 -3.9752 3.2997
O: -3.4836 0.3323 -3.7483
C: -5.1536 0.3900 -5.5190
H: -4.5921 -0.3622 -6.0828
H: -5.3440 -7.3903 7.4290
H: 0.4800 1.4221 -5.2604
S: 0.0538 4.6161 -4.2649
H: 0.9466 6.2069 -2.5379
O: 0.2290 -3.3808 0.6973
H: -0.1662 -5.7337 3.9690
H: 0.9495 4.1997 -1.2521
C: 1.5942 0.3044 -1.7054
C: -4.8924 0.2406 -4.0334
H: 4.0551 -0.1053 -5.8319
H: 5.3663 4.4000 -0.3160
C: -4.6573 -6.3246 5.2341
H: -4.3436 -1.6703 7.2500
C: -3.8734 -1.1112 6.4356
H: 1.7793 1.9065 0.1647
O: -2.4085 -6.0859 8.0066
C: 4.3050 2.4676 -5.0087
O: 4.1520 3.4135 -4.2375
H: -5.4872 -4.3336 5.2070
H: 6.0231 0.9951 -7.0759
H: -5.1570 -6.0930 8.6353
C: 1.2386 0.1928 -3.2886
C: 0.9582 6.1724 -3.7230
C: 0.1245 -4.6905 3.8121
C: -4.6754 -1.3269 5.1857
C: 0.7586 1.5591 -4.1073
C: -2.9661 1.2800 4.3430
H: -5.0183 1.6733 3.8761
C: 2.0365 -2.1066 -1.6118
C: -4.6413 -6.8884 8.0907
C: 6.1593 0.1891 -6.3496
H: -0.3752 -4.4589 7.2132
H: 1.8242 -3.3117 -3.7061
H: 0.2954 7.0956 -4.0731
C: 5.7533 7.9514 -1.6661
H: 2.9318 3.1247 -6.4824
H: 3.6996 1.6219 -6.9278
H: 4.6400 3.1331 -7.0002
O: -3.5557 -5.9625 6.0882
C: 6.5287 7.6875 -2.9416
C: 5.5525 5.0945 -1.1406
C: 1.7273 -2.2402 -3.2027
H: -0.5622 -5.7562 6.0070
C: -5.8137 -5.3597 5.4058
O: -4.8092 -0.3105 4.3075
C: 1.4957 1.8088 -0.9904
O: 4.4958 7.2493 -1.6754
C: 0.6409 3.0471 -3.3796
C: 1.0192 -4.1926 -0.2534
C: 1.0252 3.1618 -1.7882
O: 4.9299 1.3450 -4.5945
H: 7.4604 8.2594 -2.9521
H: 6.2499 -0.7546 -6.8940
H: 3.0908 -4.2283 -1.4388
H: -5.2085 -0.7580 -3.7126
O: 1.2261 -4.3284 4.6662
H: 6.3266 7.7158 -0.7643
H: -4.9480 -7.3678 5.3911
H: -0.0750 -2.5109 0.2743
H: -3.1552 3.5559 -3.2751
H: -3.8327 -0.0743 6.7621
H: 5.2056 -0.6767 -4.6393
H: -2.3531 0.6653 5.0079
H: -6.6292 -5.6093 4.7217
H: 6.4520 5.6464 -0.8763
O: 3.2103 5.4754 -1.2146
O: -1.6397 1.4798 -3.2057
H: 5.5115 9.0182 -1.6080
C: 4.3374 5.9568 -1.3196
H: -4.5556 2.7509 -3.9361
H: -4.7669 1.3554 5.5814
C: -3.4690 2.7801 -3.9797
O: -5.1441 -2.4348 4.9290
H: 5.9320 7.9680 -3.8159
C: -1.0319 -3.7256 3.9837
C: -3.4482 -6.3092 7.3884
H: 2.0475 6.2695 -4.1603
H: -2.8580 -1.4845 6.2781
H: -6.2184 0.2722 -5.7373
H: 3.0330 -3.2208 0.2185
O: 2.3733 -4.4518 6.5845
C: 1.3336 -4.6751 5.9664
H: -4.8309 1.3663 -5.8908
H: -6.2037 -5.3726 6.4273
H: -5.4615 0.9531 -3.4285
H: -1.4219 -3.7385 5.0052
O: 0.6195 -5.4242 -0.6135
C: 2.4436 -3.4944 -0.7827
C: -4.4468 1.0569 4.5785
H: 0.4891 -6.0122 7.3764
H: -4.2858 -6.2593 4.2057
C: 3.8794 2.5794 -6.4434
O: 0.0339 4.4569 -5.8174
H: -2.6962 1.0008 3.3192
H: -2.7038 2.3291 4.5033

These are the Löwdin partial charges, in e, on atoms 1 to 6: atom 1 (N): 0.046, atom 2 (C): -0.010, atom 3 (H): 0.081, atom 4 (H): 0.103, atom 5 (N): 0.083, atom 6 (H): 0.093

No. 6
Molecular formula: C46H51N4O10
Method: DFT, ωB97M-V with the def2-TZVPD basis set

Summary:
Energy above the lowest of the compared OMol25 structures with the same formula, charge and spin in kJ/mol: 327.4
M in g mol⁻¹: 819.9
Net charge: +1
Gap between HOMO and LUMO in eV: 8.45
Energy in hartree: -2754.10827

Atoms and positions in Å:
H: -5.4239 0.4612 4.8594
C: 4.4761 2.5342 -4.3456
H: -0.0299 -4.4248 4.1454
C: 1.7721 5.1422 -2.8666
H: 0.7471 -2.7548 5.4774
C: 2.1461 0.5902 -1.4306
H: 1.4751 -1.2638 0.8544
O: -5.5149 0.7602 2.1754
C: -0.6969 5.0202 -2.8756
C: 2.4211 -4.5468 0.5314
H: -2.6899 3.1062 -2.0896
C: -0.6599 5.0742 -1.4466
C: 6.1711 4.3392 -4.5906
C: 6.2411 4.2932 -3.1966
H: -6.6709 -1.1938 1.1284
C: -0.3589 -0.1658 1.3514
C: 3.1751 -3.8278 1.5164
C: -1.7009 2.3262 2.7594
H: -2.7649 -1.1348 -3.4916
H: 0.5171 5.1482 -4.6056
N: -0.8359 0.9982 0.7974
H: -5.0089 -1.4558 -2.4586
H: 5.9841 -1.2718 -1.6776
C: 4.7711 -1.3238 -5.2276
C: -0.0169 1.4152 -0.1106
C: 5.5361 3.2982 -2.5156
O: 1.2831 -6.4828 -0.3306
C: 3.6181 -4.5138 2.6424
C: 1.8661 4.8012 -1.4706
H: 3.5151 -2.7768 1.2664
C: -6.0059 -0.2678 2.9514
H: -7.8099 -3.5488 5.8014
H: 0.2121 -0.5988 6.8614
H: -2.8049 -0.3378 4.9344
O: -1.3069 1.1322 -3.4236
H: -2.5409 5.4342 -1.3196
O: -6.3309 0.6232 -1.1856
H: 6.6571 -0.1368 -5.8396
C: -5.1279 0.7272 -1.6876
H: 7.3061 -0.0878 -3.4396
O: 4.3801 -3.7928 3.5584
C: 0.5711 4.8332 -0.7016
C: -6.9989 -2.5878 4.3034
H: -2.4469 3.0942 3.2594
O: -1.7659 5.1252 -0.7556
H: 2.8131 5.0082 -0.9126
C: -2.6679 -2.1138 3.9674
H: -2.8639 1.2972 1.3324
C: -6.4029 -1.5798 4.9974
C: -1.9909 1.8012 1.3984
H: -1.7509 1.4402 3.3844
H: -0.9489 -0.8078 2.0724
C: 5.2811 3.3342 -5.2526
H: -0.1969 2.2122 -0.7606
O: -2.5879 -4.1468 2.8644
C: -6.5829 -1.3388 2.2254
C: 6.4431 -0.5328 -3.6396
H: 0.6301 4.8162 0.4354
C: -1.9679 -3.2118 3.6654
H: 4.7031 -4.6078 3.9954
C: 5.6781 -1.1788 -2.6666
C: -0.1009 -2.4458 5.0374
C: -4.5159 -0.3938 -2.2596
H: -5.4659 0.5222 1.2774
O: 2.9151 5.1432 -3.5736
H: 2.9471 1.3222 -1.2036
H: 2.4051 -0.4458 -1.6076
O: -7.6649 -3.7028 4.8594
H: 2.2151 -4.0598 -0.5056
H: -7.4449 -3.4188 2.5434
C: 2.0311 -5.8998 0.6494
H: 6.7791 4.9302 -2.4586
C: 0.5521 5.0772 -3.5426
C: -3.1969 -0.2478 -3.0036
C: -4.4449 1.9952 -1.6826
H: 3.6111 -6.6478 3.7554
O: -0.3009 -0.2578 6.1524
C: -0.8229 -1.2538 5.3154
H: 4.7711 -1.2478 -6.1346
H: 3.8871 1.9092 -4.9166
N: 0.9981 0.5182 -0.3366
H: 1.7561 1.0592 -2.3086
H: 3.5871 5.4932 -3.2976
H: -0.7039 2.8002 2.8664
H: -2.1349 -5.0038 2.7874
C: 0.8701 -0.4728 0.5964
H: 5.2411 3.2562 -6.2856
H: -4.9519 2.7502 -1.3396
C: -7.0059 -2.5698 2.9344
H: -2.2859 2.5872 0.8554
H: -0.6799 0.4722 -3.8256
H: 5.5841 3.3042 -1.5396
C: -2.0579 -1.0708 4.7244
C: 2.3551 -6.6058 1.7944
C: 3.9601 -1.7358 -4.1906
H: 6.3271 5.0792 -5.0786
N: 4.3981 -1.7438 -2.8586
H: -3.5439 -2.1918 3.6164
C: -0.6759 -3.6308 4.1444
H: -6.1459 -1.7418 6.1964
H: -1.4979 5.1462 -3.4486
H: 3.0021 -2.2458 -4.3926
H: 1.9021 -7.6218 2.0164
C: -2.5089 0.9662 -2.8546
H: -7.0429 0.0212 -1.4866
C: 3.3391 -5.8548 2.9144
C: 6.0161 -0.6188 -4.9816
C: -5.8949 -0.3568 4.2754
H: 1.1581 -7.4318 -0.1026
C: -3.1869 2.0302 -2.2316
N: 4.7511 2.3622 -3.0666

These are the Löwdin partial charges, in e, on atoms 1 to 6: atom 1 (H): 0.122, atom 2 (C): -0.156, atom 3 (H): 0.061, atom 4 (C): -0.307, atom 5 (H): 0.048, atom 6 (C): 0.071

No. 7
Molecular formula: C2H6N2O
Method: DFT, ωB97M-V with the def2-TZVPD basis set

Summary:
SMILES: [H]/N=C/CON
Energy above the lowest of the compared OMol25 structures with the same formula, charge and spin in kJ/mol: 412.5
M in g mol⁻¹: 74.1
Net charge: 0
Gap between HOMO and LUMO in eV: 10.56
Energy in hartree: -264.43021

Atoms and positions in Å:
H: -1.7236 -2.0556 -1.1085
H: -1.1133 -2.3105 0.4027
N: -1.4906 -1.6015 -0.2264
C: -0.4347 0.7633 0.0753
H: -0.8647 0.7275 1.0757
H: -0.9432 1.3496 -0.6895
H: 1.3795 0.1506 -0.6985
O: -0.3864 -0.7572 -0.5292
C: 1.0206 0.9497 0.0537
N: 1.7871 1.4997 0.9214
H: 2.7693 1.2846 0.7234

These are the Löwdin partial charges, in e, on atoms 1 to 6: atom 1 (H): 0.075, atom 2 (H): 0.075, atom 3 (N): -0.011, atom 4 (C): -0.069, atom 5 (H): 0.115, atom 6 (H): 0.110

The highest M belongs to which entry?
C46H51N4O10

Number 4 is which compound?
C16H16ClIrN5O5Se

Which value of net charge does entry 7 give?
0